Entry 1:
Below is a structure of composition C37H34Co2N2O7P in a non-equilibrium geometry, with properties calculated with ωB97M-V/def2-TZVPD.

Results
**Total charge**: -1
**Multiplicity**: 1

Each line ends with the Löwdin charge.
Geometry (Å):
O1 3.47589 1.54605 -2.66155  0.08
C1 2.66522 0.87942 -2.21849  -0.16
Co1 1.39392 -0.23263 -1.56333  0.01
C2 2.00169 -1.26015 -0.19079  -0.14
O2 2.35817 -1.92293 0.66481  0.12
C3 0.04190 0.58082 -0.70212  -0.15
O3 -0.82502 1.05378 -0.13616  0.08
C4 0.27552 -0.83018 -3.16050  -0.20
C5 1.25227 -1.85773 -2.81525  -0.29
C6 2.60927 -1.78163 -3.39813  -0.05
C7 3.71145 -2.33097 -2.76668  -0.25
C8 5.02640 -1.86475 -3.04833  -0.04
C9 6.08561 -2.26413 -2.28304  -0.11
C10 5.89705 -3.16883 -1.24751  -0.11
C11 4.63676 -3.69111 -0.98482  -0.09
C12 3.55877 -3.28946 -1.72469  -0.05
Co2 -0.67239 -2.48177 -2.46843  -0.08
C13 0.06061 -3.79532 -1.47751  -0.22
O4 0.54858 -4.61104 -0.84864  0.07
C14 -1.11646 -3.26688 -4.00571  -0.20
O5 -1.41666 -3.75748 -4.98999  0.08
P1 -2.54547 -1.60125 -1.50305  1.08
C15 -2.40625 -1.51494 0.28611  -0.35
C16 -3.49213 -1.09193 1.01673  -0.10
C17 -3.39389 -0.96872 2.39175  -0.09
C18 -2.20767 -1.27293 3.02758  -0.09
C19 -1.12393 -1.71015 2.29392  -0.07
C20 -1.22883 -1.83891 0.92171  -0.10
C21 -2.86387 -0.02198 -2.31024  -0.35
C22 -3.13408 1.10957 -1.57630  -0.11
C23 -3.33426 2.32066 -2.21257  -0.08
C24 -3.28115 2.38954 -3.58907  -0.10
C25 -3.02340 1.25193 -4.32646  -0.08
C26 -2.81043 0.04454 -3.68394  -0.11
C27 -3.75286 -2.83318 -2.00189  -0.35
C28 -4.82057 -2.46892 -2.78931  -0.09
C29 -5.75420 -3.41506 -3.17231  -0.09
C30 -5.61329 -4.72332 -2.75767  -0.11
C31 -4.54308 -5.08593 -1.96499  -0.08
C32 -3.61017 -4.13625 -1.58589  -0.09
H1 0.19459 -0.68171 -4.23573  0.05
H2 2.77466 -1.11225 -4.22182  0.11
H3 5.15935 -1.12506 -3.81678  0.10
H4 7.05776 -1.83380 -2.45811  0.09
H5 6.73342 -3.45042 -0.63261  0.09
H6 4.49234 -4.38099 -0.16585  0.10
H7 2.57523 -3.66911 -1.48842  0.08
H8 -4.41341 -0.85497 0.50953  0.11
H9 -4.24076 -0.62977 2.96552  0.10
H10 -2.12545 -1.17101 4.09808  0.10
H11 -0.19147 -1.94189 2.78287  0.10
H12 -0.38090 -2.17958 0.35119  0.05
H13 -3.11436 1.05934 -0.50005  0.08
H14 -3.50442 3.21324 -1.63395  0.10
H15 -3.44685 3.33065 -4.08929  0.09
H16 -2.96981 1.30673 -5.40151  0.10
H17 -2.59544 -0.84830 -4.24994  0.10
H18 -4.91873 -1.44628 -3.11286  0.09
H19 -6.58206 -3.13433 -3.80248  0.10
H20 -6.33844 -5.46413 -3.05600  0.09
H21 -4.42714 -6.11059 -1.65169  0.10
H22 -2.76365 -4.41085 -0.97756  0.10
C33 2.25478 4.31872 6.56732  -0.03
C34 2.77489 5.18876 5.41730  -0.57
C35 1.96371 6.48561 5.28565  -0.03
C36 4.24435 5.54656 5.67694  -0.03
O6 2.73256 4.44501 4.17495  0.04
C37 1.46926 4.13060 3.74941  -0.51
N1 1.38039 3.55140 2.49034  0.00
N2 0.17416 2.98885 2.11868  0.02
O7 0.44658 4.32377 4.38299  0.04
H23 2.82837 3.39615 6.63851  0.09
H24 2.32675 4.84427 7.51840  0.09
H25 1.21532 4.04685 6.39907  0.07
H26 2.33376 7.08663 4.45677  0.09
H27 0.91750 6.26497 5.08678  0.07
H28 2.02378 7.07918 6.19631  0.09
H29 4.63663 6.14846 4.85822  0.08
H30 4.35223 6.10855 6.60422  0.09
H31 4.84906 4.64330 5.74321  0.08
H32 2.16637 3.00067 2.14880  0.15
H33 -0.10185 2.20088 2.69318  0.09
H34 -0.59208 3.65004 2.14309  0.09

=====

Entry 2:
Below is a cluster of 2 separate species, CH2Cl3OPS2 in total in a non-equilibrium geometry, with properties calculated with ωB97M-V/def2-TZVPD.

Results
**Multiplicity**: 1

Each line ends with the Löwdin charge.
Geometry (Å):
C1 0.99031 0.11457 -0.54845  -1.76
O1 -0.88489 1.11807 -2.09420  -0.41
P1 0.00384 1.57220 -1.00064  0.12
S1 0.26288 3.22357 -0.03814  0.31
S2 -1.23901 -1.39997 2.31127  0.43
Cl1 1.81282 0.24454 1.01948  0.57
Cl2 2.06028 0.37243 -1.96546  0.60
Cl3 0.08263 -1.31505 -0.82504  0.66
H1 -2.35053 -2.23987 2.01152  -0.15
H2 -0.73832 -1.69048 1.12965  -0.38

=====

Entry 3:
Below is a cluster of 3 separate species, C20H44N2O3 in total in a non-equilibrium geometry, with properties calculated with ωB97M-V/def2-TZVPD.

Results
**Multiplicity**: 1
**SMILES string**: CC1(C)CCCC(C)(C)N1O.CC1(C)CCCC(C)(C)N1O.CCO

Each line ends with the Löwdin charge.
Geometry (Å):
C1 -5.46506 2.90504 10.45324  -0.04
C2 -4.06959 2.31732 10.33752  -0.51
C3 -3.00006 3.26010 10.88494  -0.03
C4 -4.02401 1.04502 11.24001  -0.14
C5 -2.85017 0.15064 10.90139  -0.18
C6 -2.93965 -0.22586 9.42144  -0.14
C7 -2.85530 0.98849 8.49618  -0.53
C8 -1.42377 1.56010 8.45624  -0.02
C9 -3.20384 0.47267 7.08351  -0.04
N1 -3.89253 1.90339 8.94413  -0.11
O1 -3.99396 3.01370 8.07555  -0.01
H1 -5.79213 2.95695 11.49348  0.09
H2 -5.56224 3.88633 9.98550  0.08
H3 -6.19488 2.27448 9.93911  0.09
H4 -2.06509 2.71501 10.97663  0.06
H5 -2.87595 4.12980 10.23138  0.09
H6 -3.28175 3.72866 11.83006  0.08
H7 -4.02710 1.33747 12.29623  0.12
H8 -4.94717 0.45306 11.23134  0.12
H9 -1.88023 0.54540 11.21342  0.11
H10 -2.91426 -0.74471 11.53110  0.11
H11 -3.97451 -0.54399 9.24941  0.12
H12 -2.26944 -1.02972 9.12655  0.12
H13 -1.32029 2.45819 7.84549  0.08
H14 -0.71204 0.81948 8.09006  0.09
H15 -1.12685 1.86456 9.46196  0.06
H16 -2.61806 -0.41870 6.88705  0.08
H17 -3.06183 1.24618 6.32626  0.08
H18 -4.28958 0.33148 7.06265  0.09
H19 -4.73710 2.76037 7.51731  0.10
C10 -1.72768 1.45996 18.98605  -0.02
C11 -1.72418 -0.08641 19.12087  -0.50
C12 -0.41077 -0.56839 18.46519  -0.04
C13 -1.60035 -0.46004 20.59639  -0.17
C14 -2.86295 -0.30427 21.41528  -0.17
C15 -3.85407 -1.26336 20.74990  -0.17
C16 -4.07764 -0.99660 19.26148  -0.49
C17 -4.84189 -2.27036 18.79063  -0.03
C18 -4.99106 0.23672 19.06115  -0.02
N2 -2.80378 -0.91871 18.54652  -0.10
O2 -3.05455 -0.65199 17.18733  -0.02
H20 -2.63159 1.95984 19.33079  0.07
H21 -0.89815 1.88542 19.55083  0.09
H22 -1.52149 1.70343 17.94125  0.06
H23 -0.36120 -1.65537 18.45267  0.09
H24 -0.32202 -0.17977 17.44861  0.08
H25 0.41094 -0.15789 19.05379  0.09
H26 -1.16680 -1.45143 20.76892  0.13
H27 -0.76423 0.12424 21.00734  0.12
H28 -2.62881 -0.54938 22.45496  0.11
H29 -3.32580 0.68529 21.49212  0.11
H30 -4.75516 -1.40802 21.35551  0.13
H31 -3.42224 -2.25899 20.91584  0.11
H32 -5.92851 -2.24993 18.89449  0.08
H33 -4.57476 -3.16656 19.35074  0.07
H34 -4.59740 -2.41012 17.73548  0.07
H35 -4.46346 1.08806 18.62423  0.06
H36 -5.45333 0.54525 19.99682  0.08
H37 -5.76805 0.05486 18.31572  0.08
H38 -2.66470 -1.39971 16.71956  0.11
C19 -0.98807 3.82354 14.49189  -0.08
C20 -2.09658 3.03787 15.16478  -0.34
O3 -1.83559 1.65990 15.00937  -0.08
H39 -1.06417 4.90437 14.63778  0.07
H40 -1.09560 3.64541 13.41737  0.06
H41 0.05288 3.60656 14.73040  0.07
H42 -3.07782 3.28053 14.72797  0.11
H43 -2.21315 3.34741 16.21491  0.10
H44 -2.41000 1.20114 15.63398  0.05

=====

Number 1: HOMO-LUMO gap 5.183 eV. Number 2: HOMO-LUMO gap 9.020 eV. Number 3: HOMO-LUMO gap 8.945 eV.